#A
This record from the Open Molecules 2025 dataset describes C4H10IN as an isolated structure. The level of theory is wB97M-V/def2-TZVPD.

Geometry (Å):
C (-1.0551, -1.7742, -0.2726)
C (0.2134, 1.7560, 0.1022)
C (-1.0023, -0.2742, 0.1059)
C (0.1606, 0.4249, -0.3263)
N (1.5330, -0.5163, 0.5839)
I (3.4520, -0.1811, -0.0734)
H (-0.6348, -2.4636, 0.4298)
H (-2.0471, -1.8950, -0.6948)
H (-0.4030, -1.9626, -1.1561)
H (-0.2593, 1.9033, 1.1546)
H (1.2422, 1.9752, 0.0636)
H (-0.2278, 2.5154, -0.5627)
H (-1.8241, 0.2614, -0.4057)
H (-0.9994, -0.2510, 1.1456)
H (0.3265, 0.3025, -1.4383)
H (1.5253, 0.1792, 1.3441)

* HOMO-LUMO gap: 8.92 eV
* charge: 0

***

#B
This record from the Open Molecules 2025 dataset describes a 2-piece molecular cluster, C4H10IN overall. The level of theory is wB97M-V/def2-TZVPD.

Geometry (Å):
C (-1.0448, -1.8410, -0.4059)
C (0.1906, 1.7366, 0.1959)
C (-0.9609, -0.3194, 0.0039)
C (0.1733, 0.4072, -0.3924)
N (1.6143, -0.3400, 0.8205)
I (3.4820, -0.2270, -0.0946)
H (-0.1589, -2.3245, 0.0396)
H (-2.0336, -2.1227, 0.0669)
H (-1.1634, -2.1021, -1.4263)
H (-0.0568, 1.8705, 1.2345)
H (1.1814, 2.0984, 0.0336)
H (-0.4472, 2.3017, -0.4476)
H (-1.6696, 0.2658, -0.7395)
H (-1.3662, -0.0778, 1.0423)
H (0.6417, 0.2215, -1.3987)
H (1.6179, 0.4529, 1.4678)

* HOMO-LUMO gap: 8.54 eV
* charge: 0

***

Which of them is most stable, and which least? Most stable: #A; least stable: #B.

***

#A
This record from the Open Molecules 2025 dataset describes a 2-piece molecular cluster, C3H8O2S overall. The level of theory is wB97M-V/def2-TZVPD.

Geometry (Å):
O (-1.7772, -1.9544, 1.4004)
C (-0.9620, -1.1440, 1.8513)
C (-0.5231, -0.0420, 0.7212)
C (0.3581, 0.9235, 1.4966)
S (1.4423, 1.9509, 0.2993)
H (-0.6333, -0.9910, 2.8823)
H (-1.4641, 0.4268, 0.2317)
H (0.0987, -0.4957, -0.2371)
H (-0.2075, 1.6049, 2.1518)
H (1.1549, 0.4870, 2.1701)
H (0.6862, 2.8335, -0.2119)
O (0.3224, -0.8574, -4.2620)
H (0.9982, -1.2441, -3.5863)
H (0.5064, -1.4980, -4.9072)

* HOMO-LUMO gap: 9.71 eV
* charge: 0
* SMILES string: O=CCCS.O

***

#B
This record from the Open Molecules 2025 dataset describes a 2-piece molecular cluster, C3H8O2S overall. The level of theory is wB97M-V/def2-TZVPD.

Geometry (Å):
O (-1.1891, 0.0525, -2.5098)
C (-2.1908, -0.3183, -2.0195)
O (-2.8907, 0.3661, -1.0122)
H (-2.6727, -1.3069, -2.1182)
H (-2.1735, 0.5787, -0.3812)
C (1.6668, -0.2876, 1.7791)
C (1.1248, -0.1724, 0.3794)
S (1.2705, 1.4359, -0.5156)
H (1.4208, -1.3095, 2.0817)
H (1.1459, 0.4124, 2.4303)
H (2.7130, -0.0409, 1.9379)
H (1.6036, -0.8595, -0.3147)
H (0.0752, -0.4478, 0.2972)
H (0.0962, 1.8973, -0.0344)

* HOMO-LUMO gap: 9.57 eV
* charge: 0
* SMILES string: O=CO.CCS

***

Which of them is most stable, and which least? Most stable: #B; least stable: #A.

***

#A
This record from the Open Molecules 2025 dataset describes an isolated ion of composition C6H9N2 and charge +1. The level of theory is wB97M-V/def2-TZVPD.

Geometry (Å):
C (-2.1823, 0.0810, -0.6819)
C (-1.4428, 0.2213, 0.6403)
N (-0.0410, -0.1370, 0.3779)
C (0.3776, -1.3679, 0.0976)
N (1.6493, -1.2449, -0.2689)
C (1.9262, 0.0585, -0.5360)
C (0.7592, 0.8170, -0.0761)
C (2.1507, 1.3531, 0.2357)
H (-3.2935, 0.3983, -0.6305)
H (-2.1417, -0.8868, -0.9700)
H (-1.6390, 0.7637, -1.3287)
H (-1.9573, -0.5069, 1.3215)
H (-1.4276, 1.3149, 1.0718)
H (-0.2011, -2.3168, 0.2602)
H (2.2618, -2.0274, -0.3647)
H (2.6806, 1.2353, 1.2104)
H (2.5207, 2.2446, -0.3586)

* HOMO-LUMO gap: 9.86 eV
* charge: +1
* SMILES string: CC[n+]1c[nH]c2c1C2

***

#B
This record from the Open Molecules 2025 dataset describes an isolated ion of composition C6H9N2 and charge +1. The level of theory is wB97M-V/def2-TZVPD.

Geometry (Å):
C (-1.6763, 0.6944, 0.7801)
C (-0.8951, 1.1917, -0.3313)
C (1.3163, 1.3477, -0.0579)
C (1.1586, -0.0070, 0.5670)
C (0.5165, -1.1996, -0.1525)
C (-1.0145, -0.9498, -0.4268)
N (-1.7114, -0.5877, 0.6873)
N (-0.9772, 0.2445, -1.2177)
H (-2.0915, 1.1681, 1.7043)
H (1.6039, 1.4879, -1.0778)
H (1.5167, 2.1362, 0.6168)
H (2.1323, -0.4659, 0.8118)
H (0.4541, 0.1003, 1.4164)
H (0.9039, -1.6544, -1.0057)
H (0.5074, -1.9935, 0.6860)
H (-1.1875, -1.8485, -0.9351)
H (-0.5561, 0.3355, -2.0648)

* HOMO-LUMO gap: 8.51 eV
* charge: +1

***

#C
This record from the Open Molecules 2025 dataset describes an isolated ion of composition C6H9N2 and charge +1. The level of theory is wB97M-V/def2-TZVPD.

Geometry (Å):
C (0.4606, 1.5805, 1.7791)
C (0.1295, 0.7528, 0.7740)
N (-0.8323, 0.9457, -0.2093)
C (-0.7851, -0.1285, -1.0528)
C (-1.5471, -0.3566, -2.2264)
N (0.1370, -1.0079, -0.6754)
C (0.6457, -0.5660, 0.4520)
C (1.6659, -1.3110, 1.1476)
H (0.0450, 2.5743, 1.8974)
H (1.3259, 1.2962, 2.4097)
H (-1.3494, 1.8352, -0.4179)
H (-1.3265, 0.3958, -3.0899)
H (-2.6282, -0.1429, -2.1380)
H (-1.3497, -1.2714, -2.6714)
H (2.3852, -1.6639, 0.4016)
H (1.1289, -2.2217, 1.5274)
H (1.8946, -0.7106, 2.0924)

* HOMO-LUMO gap: 8.95 eV
* charge: +1
* SMILES string: C=C1[NH+]=C(C)N=C1C

***

#D
This record from the Open Molecules 2025 dataset describes an isolated ion of composition C6H9N2 and charge +1. The level of theory is wB97M-V/def2-TZVPD.

Geometry (Å):
N (-0.1684, -1.9554, -0.3261)
C (0.4671, -0.6858, -0.4493)
C (0.1623, 0.1840, -1.5441)
C (-0.1361, 1.5450, -1.4815)
C (-0.2955, 2.1790, -0.2565)
C (-0.2184, 1.5962, 1.0115)
C (0.1117, 0.1722, 1.0569)
N (-0.0558, -0.7012, 2.0441)
H (-1.0459, -2.0647, -0.7866)
H (0.4329, -2.8425, -0.4025)
H (1.5000, -0.7147, -0.4223)
H (0.5292, -0.2375, -2.4712)
H (-0.4459, 2.3140, -2.2445)
H (-0.6851, 3.2374, -0.3991)
H (-0.3102, 2.1666, 1.8916)
H (-0.6061, -0.5211, 2.9004)
H (0.1876, -1.7924, 1.8063)

* HOMO-LUMO gap: 7.89 eV
* charge: +1
* SMILES string: N[C@H]1C=CC=CC1=[NH2+]

***

Which of them is most stable, and which least? Most stable: #C; least stable: #B.

***

#A
This record from the Open Molecules 2025 dataset describes C39H30BiClN3PS3 as an isolated structure. The level of theory is wB97M-V/def2-TZVPD.

Geometry (Å):
Bi (-0.3099, -0.0755, 3.3427)
S (0.0907, 2.3960, 3.7491)
C (0.1505, 2.4890, 5.4984)
C (0.3187, 3.8265, 5.9799)
N (0.4478, 4.9175, 6.3194)
C (0.0511, 1.4565, 6.3652)
S (-0.1645, -0.2264, 5.9521)
C (0.1262, 1.7192, 7.7728)
N (0.1886, 1.9296, 8.9012)
C (-0.9092, -4.7602, -4.7674)
C (-0.7151, -3.4423, -4.0116)
C (0.1775, -2.5233, -4.8615)
C (-2.0888, -2.7821, -3.8484)
C (-0.0418, -3.6422, -2.6532)
C (0.5740, -4.8567, -2.3110)
C (1.3145, -4.9980, -1.1539)
C (1.4383, -3.9014, -0.3126)
S (2.4347, -3.7122, 1.0820)
C (1.8973, -2.0372, 1.1998)
N (1.0116, -1.6810, 0.3376)
C (0.7688, -2.6990, -0.5806)
C (0.0386, -2.5804, -1.7627)
C (2.5769, -1.1994, 2.2143)
C (3.9776, -1.2697, 2.2166)
C (4.7320, -0.5669, 3.1371)
C (4.0952, 0.2115, 4.0887)
C (2.7119, 0.2905, 4.0876)
C (1.9321, -0.3891, 3.1559)
H (-1.4017, -4.5574, -5.7194)
H (-1.5367, -5.4536, -4.2034)
H (0.0426, -5.2453, -4.9876)
H (-0.2959, -2.3320, -5.8273)
H (1.1505, -2.9848, -5.0408)
H (0.3412, -1.5665, -4.3620)
H (-2.5880, -2.7271, -4.8181)
H (-2.0067, -1.7675, -3.4611)
H (-2.7217, -3.3565, -3.1687)
H (0.4974, -5.7081, -2.9713)
H (1.8097, -5.9319, -0.9221)
H (-0.4251, -1.6292, -1.9914)
H (4.4816, -1.8711, 1.4724)
H (5.8123, -0.6296, 3.1115)
H (4.6653, 0.7591, 4.8280)
H (2.2354, 0.9060, 4.8381)
Cl (-3.1998, 2.1188, 2.3843)
C (-2.3775, 3.4165, 1.5685)
C (-2.8711, 4.6957, 1.7349)
C (-2.2244, 5.7614, 1.1260)
C (-1.0938, 5.5360, 0.3611)
C (-0.6127, 4.2450, 0.1938)
C (-1.2484, 3.1557, 0.7836)
P (-0.6151, 1.4315, 0.6037)
C (0.7025, 1.6382, -0.6392)
C (2.0097, 1.6279, -0.1540)
C (3.0819, 1.7444, -1.0253)
C (2.8538, 1.8618, -2.3892)
C (1.5539, 1.8725, -2.8774)
C (0.4797, 1.7605, -2.0067)
C (-2.0495, 0.6868, -0.2636)
C (-2.8565, 1.4132, -1.1377)
C (-4.0062, 0.8440, -1.6637)
C (-4.3747, -0.4447, -1.3047)
C (-3.5810, -1.1727, -0.4307)
C (-2.4203, -0.6110, 0.0784)
H (-3.7521, 4.8582, 2.3407)
H (-2.6045, 6.7649, 1.2629)
H (-0.5832, 6.3657, -0.1099)
H (0.2768, 4.0812, -0.3987)
H (2.1825, 1.5236, 0.9126)
H (4.0928, 1.7320, -0.6387)
H (3.6887, 1.9436, -3.0731)
H (1.3788, 1.9678, -3.9416)
H (-0.5296, 1.7686, -2.3983)
H (-2.6132, 2.4419, -1.3748)
H (-4.6270, 1.4125, -2.3447)
H (-5.2784, -0.8822, -1.7093)
H (-3.8683, -2.1751, -0.1408)
H (-1.7993, -1.1816, 0.7575)

* HOMO-LUMO gap: 7.54 eV
* charge: 0

***

#B
This record from the Open Molecules 2025 dataset describes C39H30BiClN3PS3 as an isolated structure. The level of theory is wB97M-V/def2-TZVPD.

Geometry (Å):
Bi (1.0910, 0.3374, 0.6799)
S (0.3131, -2.0179, 0.2544)
C (-1.3722, -1.8784, -0.2193)
C (-2.0279, -3.1112, -0.3035)
N (-2.5627, -4.1270, -0.3684)
C (-2.0657, -0.7280, -0.4753)
S (-1.4476, 0.8754, -0.5095)
C (-3.4488, -0.8078, -0.7268)
N (-4.5835, -0.7848, -0.9053)
C (-4.8656, 2.4280, 4.3012)
C (-4.4121, 1.2111, 3.4805)
C (-4.3900, 1.6086, 2.0055)
C (-5.4305, 0.0770, 3.6686)
C (-3.0522, 0.7324, 3.9671)
C (-2.9190, 0.3251, 5.3047)
C (-1.7487, -0.2061, 5.8023)
C (-0.6722, -0.3441, 4.9434)
S (0.8705, -1.1039, 5.2242)
C (1.3064, -0.7764, 3.5708)
N (0.3923, -0.1245, 2.9019)
C (-0.7529, 0.1072, 3.6153)
C (-1.9444, 0.6496, 3.1363)
C (2.5254, -1.2423, 2.9658)
C (3.4253, -2.0549, 3.6619)
C (4.5210, -2.5786, 3.0067)
C (4.7331, -2.2971, 1.6633)
C (3.8471, -1.4761, 0.9794)
C (2.7397, -0.9408, 1.6120)
H (-5.8497, 2.7527, 3.9690)
H (-4.1693, 3.2544, 4.1747)
H (-4.9407, 2.1967, 5.3603)
H (-5.3746, 1.9524, 1.7002)
H (-4.1365, 0.7628, 1.3728)
H (-3.6821, 2.4157, 1.8308)
H (-6.4133, 0.4107, 3.3465)
H (-5.5044, -0.2200, 4.7118)
H (-5.1577, -0.7885, 3.0694)
H (-3.7596, 0.4051, 5.9775)
H (-1.6714, -0.5296, 6.8280)
H (-1.9724, 0.9581, 2.1039)
H (3.2421, -2.2866, 4.7004)
H (5.2064, -3.2208, 3.5390)
H (5.5853, -2.7257, 1.1540)
H (4.0075, -1.2583, -0.0700)
Cl (4.3225, 1.4303, -1.2264)
C (4.3495, 0.7310, -2.8039)
C (5.5130, 0.7139, -3.5489)
C (5.4846, 0.1601, -4.8184)
C (4.3029, -0.3609, -5.3218)
C (3.1456, -0.3444, -4.5627)
C (3.1587, 0.1977, -3.2833)
P (1.7113, 0.2603, -2.1545)
C (0.6802, -1.0421, -2.8924)
C (1.2921, -2.2990, -2.8945)
C (0.5853, -3.4203, -3.2741)
C (-0.7467, -3.2995, -3.6409)
C (-1.3575, -2.0563, -3.6449)
C (-0.6522, -0.9247, -3.2633)
C (1.0768, 1.9087, -2.6247)
C (0.4753, 2.1749, -3.8520)
C (0.0826, 3.4674, -4.1552)
C (0.2999, 4.4983, -3.2544)
C (0.9041, 4.2377, -2.0352)
C (1.2886, 2.9485, -1.7225)
H (6.4235, 1.1230, -3.1386)
H (6.3851, 0.1415, -5.4146)
H (4.2795, -0.7917, -6.3111)
H (2.2317, -0.7547, -4.9637)
H (2.3292, -2.3784, -2.5922)
H (1.0702, -4.3863, -3.2716)
H (-1.3083, -4.1797, -3.9162)
H (-2.3961, -1.9674, -3.9310)
H (-1.1425, 0.0382, -3.2394)
H (0.3013, 1.3775, -4.5605)
H (-0.3924, 3.6751, -5.1036)
H (-0.0050, 5.5049, -3.4981)
H (1.0755, 5.0365, -1.3264)
H (1.7535, 2.7493, -0.7645)

* HOMO-LUMO gap: 6.73 eV
* charge: 0

***

Which of them is most stable, and which least? Most stable: #A; least stable: #B.